Record 1
A 2-piece molecular cluster, CH4NOP overall at a distorted geometry. Source: OMol25; level of theory: ωB97M-V with the def2-TZVPD basis set.

```
8
Properties=species:S:1:pos:R:3:forces:R:3:mulliken_charge:R:1
C 1.1190 0.4275 0.2397 2.25 -0.53 0.76 0.12
N 0.1390 -0.4549 -0.0704 0.72 -0.68 0.73 -0.16
O 0.8312 1.5729 0.5076 0.10 -0.04 -0.25 -0.48
P -1.3913 -0.2478 -0.5666 -2.00 -1.35 1.75 -0.01
H 2.2245 0.0286 0.3540 -2.07 0.46 -0.44 0.29
H 0.4093 -2.6692 0.0876 0.10 0.71 -0.10 0.10
H -2.0622 0.4237 0.5914 0.61 -1.02 -0.68 0.08
H -1.2695 0.9191 -1.1434 0.29 2.44 -1.78 0.05
```
Forces are in eV/Å.

Calculated values
Maximum force: 3.0 eV/A
HOMO energy (alpha / beta): -9.80 / -9.97 eV
Frontier orbital gap (alpha / beta): 7.264 / 9.377 eV
Energy relative to the best compared isomer or geometry (same formula, charge and spin): 5.892 eV

***

Record 2
C27H32BI3N7O5PTi as an isolated structure at a distorted geometry. Source: OMol25; level of theory: ωB97M-V with the def2-TZVPD basis set.

```
77
Properties=species:S:1:pos:R:3:forces:R:3:mulliken_spin:R:1
Ti 9.2653 12.2572 4.4661 -0.79 -1.49 -0.67 0.00
I 6.1684 17.9604 7.7443 -0.11 0.53 1.53 0.00
C 5.7730 16.7954 4.8739 0.27 1.99 -2.58 0.01
C 6.4058 16.8315 3.5671 1.65 -0.73 0.85 0.00
C 7.3201 15.8018 3.3630 -1.17 -5.33 0.89 0.00
I 10.3472 17.7273 2.5838 0.27 -0.01 -0.10 0.00
C 7.4128 14.5488 4.7717 -2.40 7.44 0.69 0.00
O 7.8430 13.3402 4.8262 1.89 -1.18 -0.92 0.00
C 7.0359 15.2364 6.0585 -1.66 -4.83 -2.21 0.00
C 6.6600 14.3408 7.2444 3.76 -2.57 1.12 0.00
N 7.6146 14.5804 8.4453 1.48 -1.24 -2.70 0.00
C 9.0290 14.6963 7.7977 -1.94 1.06 -1.17 -0.01
C 7.9746 8.4028 5.6361 -0.46 -1.26 -1.01 -0.02
C 7.8991 7.3769 4.6156 -0.39 0.01 3.05 0.00
C 6.9320 6.3159 4.9643 0.11 3.05 -0.34 0.00
C 5.9677 6.6164 5.9575 4.73 3.73 -0.14 0.00
C 6.0620 7.7590 6.8369 -1.31 -1.31 -1.51 0.00
N 6.9526 8.6128 6.5088 3.80 1.83 0.70 0.00
C 6.0168 16.1770 5.9231 1.18 1.57 -2.62 0.00
H 6.6448 17.7154 2.8864 -1.42 -1.02 0.72 0.00
H 6.9783 13.1037 7.0983 -1.60 3.37 -0.18 0.00
H 5.5952 14.5896 7.2982 0.31 -0.90 1.33 0.00
H 7.4417 15.3225 9.0962 -0.32 0.86 -0.55 0.00
H 9.5052 13.6805 7.6236 -0.62 1.03 0.23 0.02
H 9.0258 15.3853 6.7098 -0.23 -2.30 2.88 0.00
H 8.6871 7.4895 3.8566 -0.54 -0.96 0.21 0.00
H 6.8032 5.3154 4.5108 0.43 0.96 -0.23 0.00
H 5.4387 5.8262 6.0487 -4.39 -4.86 1.60 0.00
H 5.5059 8.0874 7.7668 -0.13 -1.08 -1.46 0.00
H 12.1670 7.3336 4.3185 -0.08 -0.05 -0.09 0.90
B 13.9909 11.1891 5.0746 -2.06 9.51 -1.92 0.01
N 10.5164 10.8328 5.8065 3.46 6.30 -1.18 0.00
C 11.4396 9.9524 6.2673 -5.53 0.20 -0.88 -0.03
C 10.5076 8.8430 6.3358 1.68 -4.17 0.36 0.05
C 9.2623 9.2081 5.8583 -2.39 0.05 -1.15 0.00
N 9.2984 10.5301 5.5182 0.77 -3.15 1.80 0.00
N 14.5729 10.2037 5.3824 0.69 -10.65 1.70 -0.01
C 14.3530 8.7779 5.8352 0.59 0.63 0.64 -0.04
C 15.4359 8.4062 6.6015 -4.10 6.44 -8.83 0.01
C 15.6541 7.6931 7.6026 0.78 -5.04 4.81 0.00
N 16.1217 7.2212 8.5135 1.01 -2.09 3.11 0.00
H 13.9484 12.4843 4.9574 -0.57 -2.61 -0.03 0.00
H 8.3771 11.6321 9.5869 2.73 -2.85 -2.72 0.01
H 12.3791 10.4323 6.5418 -0.33 -1.19 0.21 -0.03
H 10.6983 7.7018 6.4836 -0.13 2.32 0.22 0.02
H 9.8170 17.7551 5.8618 1.55 -0.97 0.85 0.00
H 13.3334 8.0409 5.6906 2.81 2.87 0.21 0.13
H 16.1810 9.1437 6.4637 0.99 0.75 0.00 0.00
H 7.5215 15.2360 2.3294 0.34 1.99 2.35 0.00
I 17.7826 11.6995 6.5471 0.37 0.46 -0.10 0.00
C 17.6903 11.3029 8.5921 0.47 -3.52 -3.27 0.00
C 17.5564 12.1952 9.5303 -0.33 4.97 0.97 0.00
C 17.1386 11.8436 10.7560 0.43 1.84 1.34 0.00
C 16.9312 10.5279 10.8878 -1.19 1.35 4.33 0.00
N 17.1625 9.5733 10.1194 1.55 -3.22 -4.83 0.00
C 17.5832 9.9535 8.8999 -0.04 -0.10 -0.69 0.00
H 17.6207 13.2427 9.3127 0.30 0.49 -0.27 0.00
H 17.0284 12.5643 11.6007 -0.13 -0.78 -0.95 0.00
H 16.5315 10.2581 11.7954 -0.96 -0.90 2.35 0.00
H 17.7986 9.2928 8.0370 -0.26 -0.33 1.29 0.00
C 11.5193 16.5026 8.9545 -3.48 -5.02 -0.91 0.00
O 10.4534 17.0065 8.0694 3.43 0.55 -1.00 0.00
P 11.0962 17.1094 6.4441 -3.56 -0.04 0.96 0.00
O 9.6582 3.9145 12.5517 1.06 -3.09 1.22 0.00
C 9.3255 4.8897 12.1670 -1.06 3.09 -1.22 0.00
O 12.0039 18.4208 6.6530 -0.07 0.64 -0.56 0.00
C 12.8812 18.5840 5.5084 2.12 0.34 3.20 0.00
H 12.3447 15.8587 8.4502 -1.25 1.45 0.51 0.00
H 10.8753 15.6679 9.6093 1.99 1.96 -1.21 0.00
H 11.8500 17.1979 9.6280 1.08 2.01 1.29 0.00
H 8.0047 12.0078 9.9599 -2.75 2.82 2.69 0.00
H 11.1390 11.7949 9.5349 0.04 0.00 0.00 0.98
H 9.6072 15.3746 8.4015 -0.05 -0.78 0.22 -0.01
H 12.3722 18.7003 4.5667 -0.02 0.36 -0.33 0.00
H 13.5373 17.7055 5.5801 -0.12 -0.11 -0.95 0.00
H 13.5609 19.3773 5.9580 -0.84 -0.22 -1.63 0.00
O 9.0081 11.4979 3.0483 0.61 1.11 0.71 0.00
```
Forces are in eV/Å.

Calculated values
Maximum force: 11.7 eV/A
HOMO energy (alpha / beta): -0.63 / -0.63 eV
Frontier orbital gap (alpha / beta): 3.162 / 2.157 eV
<S²>: 2.001
Energy relative to the best compared isomer or geometry (same formula, charge and spin): 19.470 eV
Multiplicity: 3
Charge: -2